DFT (ωB97M-V/def2-TZVPD) results for a structure of composition C27H25F10N5OSbSe4V in a non-equilibrium geometry.

Output
- Total charge: 0
- Highest occupied orbital energy (alpha / beta): -7.6 / -7.6 eV
- Expectation value of S²: 2.181
- LUMO level (alpha / beta): -2.4 / -2.4 eV
- Spin multiplicity: 3
- M: 1114.06 g/mol
- E_tot: -358684.17890 eV

CARTESIAN COORDINATES (ANGSTROEM)
C  0.797  -1.400  3.955
H  -1.119  4.104  0.133
C  -1.967  3.616  -0.349
H  -1.376  2.872  3.607
C  -2.578  -4.546  0.193
H  4.991  -3.016  -1.444
F  1.760  -2.284  3.688
C  -2.559  -1.683  0.414
C  -1.214  0.437  4.427
Sb  -1.362  1.419  -3.903
H  -3.320  2.130  2.275
F  -4.847  -4.502  0.815
C  -1.412  -3.833  -0.052
H  2.703  -0.379  -4.221
H  -0.578  3.448  2.149
H  5.403  -3.754  -2.998
C  4.281  -0.132  -1.436
F  -2.305  1.205  4.652
C  -3.712  -2.461  0.682
C  3.923  2.162  -0.510
C  -2.610  2.817  1.809
C  0.335  -0.567  2.957
C  3.400  0.907  -0.798
H  1.683  -0.350  -0.579
H  -3.012  3.834  1.884
H  1.607  -2.126  -1.971
H  -4.433  -0.137  -0.262
C  2.539  -0.547  -3.149
H  1.742  -2.492  -3.696
C  4.696  -3.105  -2.487
C  1.812  2.739  0.446
F  -0.275  -4.459  -0.356
H  3.466  4.079  0.352
F  -1.365  -0.317  6.641
Se  -1.882  3.796  -4.243
H  5.719  -1.319  -3.087
F  0.816  -0.701  1.685
C  -3.553  1.806  -0.170
H  -1.640  3.328  -1.353
C  1.551  -1.703  -2.975
H  0.534  -1.334  -3.134
F  0.728  -2.037  6.241
N  -2.369  2.437  0.416
H  2.102  0.375  -2.751
F  -4.837  -1.896  1.163
H  4.943  2.382  -0.788
C  3.111  3.089  0.123
C  -1.276  2.687  2.534
H  -3.441  1.766  -1.265
N  1.315  1.527  0.209
H  -4.184  0.452  1.397
C  -0.588  0.475  3.154
Se  -3.454  0.356  -4.611
V  -0.801  0.626  0.568
F  -2.592  -5.877  0.132
C  4.710  -1.734  -3.152
H  3.710  -3.558  -2.535
N  -0.753  1.398  2.206
C  0.266  -1.287  5.237
C  -1.440  -2.453  0.033
H  -4.452  2.400  0.042
C  -3.734  0.394  0.395
C  -0.781  -0.391  5.444
F  -0.294  -1.755  -0.256
C  2.101  0.638  -0.397
H  4.422  -1.816  -4.200
O  5.383  -0.328  -0.953
N  3.813  -0.784  -2.512
Se  0.429  0.879  -5.454
Se  -0.844  0.856  -1.491
N  -2.470  -0.329  0.460
C  -3.722  -3.840  0.551
H  1.145  3.457  0.912
H  -2.784  4.337  -0.448


DFT (ωB97M-V/def2-TZVPD) results for a cluster of 2 separate species, C27H25N2O6S in total in a non-equilibrium geometry.

Output
- Total charge: -1
- Highest occupied orbital energy: -2.9 eV
- LUMO level: 0.8 eV
- M: 505.57 g/mol
- E_tot: -54504.03111 eV

CARTESIAN COORDINATES (ANGSTROEM)
H  0.093  -2.089  0.872
H  -4.187  -4.125  2.024
H  -3.534  3.091  -3.487
C  2.864  3.204  -1.933
H  -6.998  3.964  -2.370
C  -3.363  2.341  -2.697
C  0.480  2.880  -1.271
C  4.633  -4.094  1.098
H  -0.317  -0.362  -0.514
H  4.554  0.586  -1.468
C  0.659  1.435  -1.206
H  -4.367  -3.863  4.514
O  3.808  3.957  -2.174
C  -3.458  -3.568  3.987
C  3.513  -3.963  1.933
H  1.955  5.517  -2.527
C  -2.260  -3.154  1.915
C  3.334  -1.613  1.289
C  5.107  -2.994  0.373
H  2.824  -0.652  1.416
C  1.437  5.139  -1.640
O  -5.706  2.445  -1.888
C  -1.224  -2.622  4.073
C  -5.981  3.664  -2.668
C  2.855  -2.723  1.975
C  1.926  0.884  -1.638
C  -4.457  1.893  -1.895
O  -0.614  3.448  -1.140
C  -2.338  -3.125  4.720
C  -0.450  0.608  -0.975
H  0.378  5.405  -1.672
C  -1.202  -2.527  2.626
S  1.343  -2.447  2.928
N  2.961  1.805  -1.970
H  4.991  2.102  -2.346
C  4.276  1.270  -2.283
O  1.701  -1.427  3.902
H  -2.315  -3.190  5.810
H  5.991  -3.098  -0.259
H  -0.328  -2.446  4.685
C  -2.079  1.886  -2.418
H  -5.274  4.488  -2.421
H  4.237  0.723  -3.240
H  -2.079  -3.367  0.851
C  -2.940  0.344  -0.771
H  -2.774  -0.474  -0.070
H  5.135  -5.060  1.010
C  -4.224  0.808  -0.995
C  4.445  -1.761  0.456
H  -1.273  2.289  -3.031
C  -0.044  -1.992  1.946
N  1.585  3.691  -1.609
O  1.011  -3.793  3.349
H  -5.104  0.392  -0.489
H  3.159  -4.803  2.538
C  -3.383  -3.649  2.593
H  -5.971  3.457  -3.762
O  2.104  -0.318  -1.830
H  4.776  -0.898  -0.117
C  -1.792  0.936  -1.381
H  1.902  5.546  -0.732